Entry 1:
Formula: C7H8CaO4
Source: the Open Molecules 2025 dataset
Level of theory: ωB97M-V/def2-TZVPD

Output
charge: +2
HOMO-LUMO gap: 0.34970 Ha
E_LUMO: -0.3173 Eh

XYZ file:
```
20
Properties=species:S:1:pos:R:3:lowdin_charge:R:1
O 4.56 -2.27 0.77 0.019
C 3.48 -1.92 0.54 -0.004
Ca -1.08 0.05 0.11 1.494
C -2.14 -1.75 1.69 0.045
C -0.81 -0.41 -2.53 0.054
O -2.54 -2.61 2.38 0.143
O -0.67 -0.68 -3.67 0.131
C 1.15 3.93 1.50 -0.132
C -0.39 4.13 1.43 -0.089
C -1.09 2.76 1.18 -0.159
O 0.07 1.85 0.90 -0.412
C 1.41 2.50 1.24 -0.100
H 1.59 4.44 0.67 0.112
H 1.69 4.32 2.35 0.137
H -0.64 4.67 0.48 0.132
H -0.75 4.73 2.28 0.138
H -1.65 2.36 2.04 0.126
H -1.71 2.74 0.27 0.110
H 2.03 2.35 0.37 0.133
H 1.77 1.92 2.05 0.122
```

=====

Entry 2:
Formula: C4H7ClO
Source: the Open Molecules 2025 dataset
Level of theory: ωB97M-V/def2-TZVPD

Output
HOMO-LUMO gap: 0.38636 Ha
E_LUMO: 0.0340 Eh
structure (SMILES): C=C(Cl)COC

XYZ file:
```
13
Properties=species:S:1:pos:R:3:lowdin_charge:R:1
C -1.39 0.49 1.65 -0.196
C 0.13 1.21 0.06 -0.220
C 0.62 0.02 -0.76 -0.747
C 1.14 0.08 -1.95 -0.023
H -2.36 0.84 2.01 0.088
H -0.54 0.83 2.35 0.106
H -1.36 -0.61 1.70 0.046
H 0.75 1.20 0.92 0.089
H 0.28 2.25 -0.45 0.161
H 1.80 -0.68 -2.36 0.065
H 1.08 0.96 -2.57 0.069
O -1.28 1.13 0.43 -0.184
Cl 0.44 -1.45 0.06 0.745
```